The following is a DFT calculation (the ωB97M-V functional and the def2-TZVPD basis) of a molecular structure, C43H50BiN9O9 at a distorted geometry.

Cartesian coordinates (Å):
H -5.927 -3.150 2.368
C -0.793 -3.692 0.512
H 1.225 -1.033 2.268
H 0.410 4.189 2.716
C -4.215 2.706 0.862
C 0.113 -3.541 1.567
C 3.410 -3.463 -1.805
H -4.742 -4.273 1.682
N 0.486 1.227 1.487
O 1.550 -2.103 -1.312
H 1.763 3.723 -3.449
H 0.336 -2.799 3.566
C -2.172 2.170 3.880
C 3.284 0.369 -1.279
C -0.216 2.585 -2.058
C 5.062 -1.255 -1.691
C 3.999 0.889 2.163
C -4.243 -1.023 2.803
C -0.341 -2.921 2.727
C 1.771 2.638 -3.510
H -1.958 -1.971 3.756
H 2.877 -1.418 2.784
O 7.729 -1.693 -1.972
N 7.027 -2.679 -2.090
C 1.528 -4.052 1.459
C 0.132 0.770 -3.597
N -0.612 1.756 -1.127
H 5.711 -0.393 -1.658
H 1.750 -0.172 -2.983
N 1.922 2.693 2.708
C -1.834 2.050 1.061
H -5.268 -0.663 2.699
O 3.228 -5.755 -1.865
H -3.565 -0.203 2.552
N -0.426 3.935 -2.068
H 3.397 3.340 4.071
C -0.632 4.660 -3.313
C -2.916 2.352 -1.105
H 1.543 -5.073 1.076
H -0.322 5.653 -0.913
H 2.742 1.722 4.371
C -2.909 -1.860 -3.856
H 4.502 0.563 3.077
O 2.049 0.656 -0.992
H -2.795 -3.418 -0.179
H 1.767 3.153 4.746
C 2.811 -2.188 -1.540
H -4.967 -1.447 -3.738
Bi 0.201 -0.494 -0.576
H 2.531 -1.230 1.068
C 4.765 -3.618 -1.983
H -2.280 2.202 4.957
C -1.650 -2.461 2.839
H -0.142 1.462 3.965
C -0.651 -2.616 -3.684
H 1.228 3.864 1.167
O 0.794 -0.274 -2.910
C 1.363 3.935 2.239
H 2.079 4.735 2.437
N 0.469 2.088 -3.132
H -0.607 4.166 0.001
C 2.279 -0.854 2.065
C -0.741 1.725 1.950
H -2.648 -0.621 -0.218
C -4.868 -3.420 2.350
C -2.559 -2.644 1.804
H -4.837 -0.813 -1.263
C 5.585 -2.512 -1.921
C 3.705 -1.069 -1.501
C -2.731 -0.978 -1.247
C -1.786 2.070 -0.378
H -0.446 4.023 -4.169
H -1.667 5.014 -3.360
O 4.127 1.247 -1.396
C -2.106 -3.276 0.647
C -0.954 1.771 3.315
H 0.342 0.725 -4.668
O 7.444 -3.799 -2.317
C 2.492 2.727 4.043
H -2.855 2.295 -2.186
C -4.017 -1.471 -3.219
C 1.608 1.497 2.105
H 4.469 0.395 1.311
H -5.007 2.872 -1.108
H 2.109 -3.443 0.763
H -1.924 4.881 -0.919
N 2.581 0.556 2.202
C -4.013 -2.230 1.897
C -4.138 2.668 -0.496
C -3.949 -1.079 -1.819
O 1.404 -4.628 -1.897
C -0.846 4.695 -0.908
H -4.182 2.762 3.479
H -0.462 -4.142 -0.418
H 1.980 2.354 -4.542
C -1.624 -1.901 -3.132
H -4.575 -3.731 3.356
H -4.093 -1.281 3.855
C -3.220 2.481 3.068
H -4.330 -1.958 0.885
H -2.919 -2.167 -4.896
H -5.144 2.952 1.361
H 2.026 -4.040 2.429
H 2.566 2.272 -2.857
H -0.928 0.593 -3.429
N 2.612 -4.701 -1.872
O 0.162 -3.159 -4.320
H 0.025 5.531 -3.362
N -1.538 -1.277 -1.847
H 5.173 -4.599 -2.169
H 4.129 1.960 2.040
C -3.083 2.408 1.663

The value obtained for the largest force on an atom is 1.001 eV/A. As for the total energy: -83074.810 eV.

Results of the Mulliken charge analysis, in e, for atoms 1 through 5: atom 1 (H): 0.449, atom 2 (C): -0.496, atom 3 (H): -0.115, atom 4 (H): 0.225, atom 5 (C): -1.021